1.
The following is a DFT calculation (ωB97M-V/def2-TZVPD) of a structure of composition C27H52N3O2P2W at a distorted geometry.

Values from the calculation:
Maximum force = 8.89 eV/A
Spin multiplicity = 3
Total energy = -2123.4859 Eh
Net charge = +3
LUMO energy (spin up / spin down) = -12.05 / -12.55 eV
Frontier orbital gap (spin up / spin down) = 0.1410 / 0.1227 Eh

Element x y z (Å)
W: 0.62427 1.58688 -0.35104
P: -0.63258 0.94806 -2.35417
P: 2.41665 2.06367 1.19847
O: -0.99815 4.01496 0.75135
O: -0.28861 -4.10102 1.15977
N: -0.52993 0.24812 0.89383
N: -2.58707 -4.02302 0.95182
N: 1.65696 2.72718 -1.61013
C: 1.22166 2.96112 -2.98553
C: 3.14682 3.38016 3.58500
C: -0.44068 -0.15872 -4.94013
C: -0.41090 3.06861 0.32257
C: 0.11199 -0.29086 -3.50313
C: -2.98560 -0.59031 -2.61194
C: -2.12941 -1.48634 2.41333
C: -1.33084 -3.45413 1.11839
C: 1.41050 1.54529 3.79416
C: -3.69419 -3.32544 0.27006
C: -0.44669 -1.10924 0.70277
C: 3.60126 -0.31520 2.19128
C: -4.87189 -2.99765 1.17014
C: -3.15635 1.55257 -1.28711
C: -2.47798 0.84565 -2.46276
C: -0.22037 2.52160 -3.20671
C: -2.86796 -5.37586 1.44008
C: 0.05751 -1.73030 -2.97929
C: 3.05508 3.54298 0.31678
C: 1.97917 2.65316 2.90549
C: -1.32655 -1.96201 1.37283
C: -1.36519 0.72324 1.86211
C: -2.13967 -0.12190 2.65296
C: 2.61785 3.71311 -1.14107
C: 3.83765 0.87617 1.25623
C: 5.19617 1.55316 1.52775
C: -2.05633 -6.48692 0.81300
H: -3.93566 -5.53641 1.25869
H: 2.74962 4.42673 0.89835
H: -2.84299 2.59824 -1.17394
H: 3.51023 3.69652 -1.80423
H: 2.63328 -0.80135 2.01132
H: -1.38501 1.79814 2.04858
H: -2.29859 -6.58526 -0.24862
H: 1.92245 2.45651 -3.68708
H: -4.56777 -2.35430 2.00300
H: -4.02650 -3.99271 -0.54360
H: 1.17198 0.02099 -3.51076
H: 2.19558 0.87043 4.15584
H: -2.76017 0.30888 3.43491
H: 0.35336 0.19390 -5.61167
H: -2.96380 1.03281 -0.33707
H: 0.64501 0.94664 3.28447
H: 0.93523 2.00578 4.67186
H: 4.15579 3.50829 0.34704
H: -0.91342 3.29398 -2.84029
H: -4.24213 1.55008 -1.46003
H: -5.33098 -3.91016 1.56591
H: -2.70570 -1.04226 -3.57057
H: -2.70433 1.40596 -3.38744
H: 2.78004 3.84606 4.51044
H: 1.29697 4.03820 -3.24715
H: 5.89528 0.81770 1.94937
H: 0.32871 -1.46867 0.01844
H: 5.63875 1.92664 0.59606
H: -5.61555 -2.45819 0.57465
H: 0.95568 -2.26129 -3.32468
H: -2.31364 -7.42512 1.31329
H: 4.70694 -0.90831 -1.80302
H: -1.28475 0.53769 -5.03739
H: 4.45945 -1.40605 -1.33377
H: 5.12641 2.38852 2.23674
H: 3.84137 0.49634 0.21933
H: -0.40477 2.39712 -4.28220
H: -0.81871 -2.26751 -3.36502
H: 0.04253 -1.78802 -1.88450
H: -0.77181 -1.13537 -5.31496
H: -2.69836 -5.38754 2.52927
H: 3.94827 2.68328 3.86434
H: -3.29379 -2.41193 -0.19013
H: -4.08271 -0.59397 -2.56089
H: 1.17501 3.38551 2.70472
H: -0.98854 -6.30064 0.93616
H: -2.70586 -2.18247 3.02154
H: 4.38418 -1.06476 2.00202
H: -2.61526 -1.23559 -1.80417
H: 3.67579 -0.02466 3.24802
H: 2.19880 4.73491 -1.28082
H: 3.56750 4.17989 2.96250

Atom-resolved charges from Löwdin, all expressed in e: number 1, W, carries 1.285; number 2, P, carries 0.937; number 3, P, carries 0.937; number 4, O, carries 0.199; number 5, O, carries 0.104; number 6, N, carries -0.153; number 7, N, carries -0.065; number 8, N, carries -0.216; number 9, C, carries -0.235; number 10, C, carries -0.074; number 11, C, carries -0.075; number 12, C, carries -0.211; number 13, C, carries -0.516; number 14, C, carries -0.076; number 15, C, carries 0.057; number 16, C, carries -0.390; number 17, C, carries -0.087; number 18, C, carries -0.203; number 19, C, carries -0.040; number 20, C, carries -0.092; number 21, C, carries -0.057; number 22, C, carries -0.096; number 23, C, carries -0.498; number 24, C, carries -0.295; number 25, C, carries -0.194; number 26, C, carries -0.092; number 27, C, carries -0.274; number 28, C, carries -0.508; number 29, C, carries -0.078; number 30, C, carries -0.142; number 31, C, carries 0.021; number 32, C, carries -0.231; number 33, C, carries -0.520; number 34, C, carries -0.077; number 35, C, carries -0.064; number 36, H, carries 0.118; number 37, H, carries 0.106; number 38, H, carries 0.070; number 39, H, carries 0.160; number 40, H, carries 0.073; number 41, H, carries 0.107; number 42, H, carries 0.085; number 43, H, carries 0.157; number 44, H, carries 0.059; number 45, H, carries 0.141; number 46, H, carries 0.103; number 47, H, carries 0.077; number 48, H, carries 0.142; number 49, H, carries 0.099; number 50, H, carries 0.065; number 51, H, carries 0.047; number 52, H, carries 0.110; number 53, H, carries 0.096; number 54, H, carries 0.107; number 55, H, carries 0.109; number 56, H, carries 0.088; number 57, H, carries 0.083; number 58, H, carries 0.130; number 59, H, carries 0.112; number 60, H, carries 0.153; number 61, H, carries 0.108; number 62, H, carries 0.117; number 63, H, carries 0.089; number 64, H, carries 0.090; number 65, H, carries 0.106; number 66, H, carries 0.092; number 67, H, carries 0.027; number 68, H, carries 0.074; number 69, H, carries 0.024; number 70, H, carries 0.067; number 71, H, carries 0.066; number 72, H, carries 0.108; number 73, H, carries 0.088; number 74, H, carries 0.036; number 75, H, carries 0.100; number 76, H, carries 0.138; number 77, H, carries 0.088; number 78, H, carries 0.086; number 79, H, carries 0.109; number 80, H, carries 0.104; number 81, H, carries 0.067; number 82, H, carries 0.149; number 83, H, carries 0.105; number 84, H, carries 0.060; number 85, H, carries 0.081; number 86, H, carries 0.157; number 87, H, carries 0.083



2.
The following is a DFT calculation (ωB97M-V/def2-TZVPD) of a structure of composition C28H37Ge2N4O3PSSeW at a distorted geometry.

Values from the calculation:
Maximum force = 1.00 eV/A
Spin multiplicity = 2
Total energy = -8894.9182 Eh
ΔE to the lowest compared entry with this formula, charge and spin = 137.97 kJ/mol
Net charge = +3
LUMO energy (spin up / spin down) = -9.33 / -9.94 eV
Frontier orbital gap (spin up / spin down) = 0.2386 / 0.2190 Eh

Element x y z (Å)
W: -0.67168 1.05041 0.83422
Se: -2.43211 1.59716 2.20996
Ge: -1.42894 -1.21152 2.62476
Ge: -0.77851 -1.21712 -0.51278
S: 1.83221 0.89622 1.02683
P: -2.65940 1.67529 -1.93860
O: 0.97179 -0.31247 1.38221
O: -1.49147 1.40900 -0.93200
O: 1.40105 1.23811 -0.36205
N: 7.48495 0.51312 1.99365
N: 0.96390 1.89941 1.96162
N: 1.65441 4.19949 1.93021
N: -0.22615 3.33963 0.75718
C: 2.54935 -1.57072 -3.05039
C: -0.59868 4.57602 0.38525
C: 1.30761 5.42451 1.52206
C: -4.58414 -2.86034 -1.20342
C: 4.28572 0.17725 0.33594
C: -4.35787 -3.64646 -2.33189
C: 1.48593 -1.04815 -2.32783
C: -0.37225 -0.59798 4.13884
C: 5.33164 1.24044 2.72319
C: -4.22570 1.11065 -1.32349
C: -2.04607 -2.98174 -2.35949
C: 0.16735 5.65927 0.75996
C: -2.25879 -2.18439 -1.22603
C: 2.30695 -3.67278 -1.90379
C: -3.27570 -1.53555 3.12683
C: 5.61655 0.07730 0.57370
C: -3.09825 -3.70091 -2.90965
C: -2.82363 3.41173 -2.28483
C: 0.84723 3.25768 1.52773
C: 3.44715 0.81096 1.30000
C: 0.81467 -1.84191 -1.39378
C: 2.96698 -2.87656 -2.82929
C: -2.24913 0.82811 -3.44783
C: -3.54181 -2.13061 -0.66505
C: 1.22382 -3.16615 -1.20120
C: -0.61175 -2.82235 1.85426
C: 3.99671 1.33690 2.50069
C: 6.18019 0.60713 1.77291
H: 3.05190 -0.96156 -3.79026
H: -1.91039 3.81748 -2.71965
H: -2.93004 -4.31844 -3.78178
H: -2.22089 -0.24921 -3.27725
H: 2.62258 -4.69480 -1.74298
H: -4.18799 0.04945 -1.07730
H: -1.28192 1.17291 -3.81572
H: -1.06275 -3.05674 -2.80835
H: -1.16113 -3.32282 1.05494
H: 8.10193 0.06975 1.33305
H: -3.73685 -0.66631 3.58995
H: 1.95218 6.23924 1.82804
H: 0.25324 0.26564 3.93079
H: -5.16958 -4.22168 -2.75743
H: 3.85992 -0.21654 -0.57924
H: -4.95858 1.25883 -2.12066
H: 3.79880 -3.28065 -3.39087
H: 6.26445 -0.39922 -0.14977
H: -3.63809 3.53480 -3.00270
H: -0.11305 6.66052 0.46731
H: -1.06898 -0.34773 4.93838
H: -3.20113 -2.31570 3.89214
H: 0.26988 -1.42571 4.44186
H: -0.63053 -3.50809 2.70850
H: 7.90370 0.88185 2.83158
H: 3.36083 1.82677 3.22675
H: -1.49003 4.68834 -0.21139
H: -4.54326 1.68894 -0.45451
H: -3.00683 1.04100 -4.20459
H: -3.92214 -1.91229 2.34258
H: 5.76201 1.64990 3.62726
H: -5.56865 -2.82776 -0.75615
H: -3.72177 -1.51151 0.20559
H: 0.43500 -2.67351 1.58866
H: 0.69699 -3.81951 -0.51705
H: -3.10252 3.94917 -1.37868
H: 1.18957 -0.02288 -2.50964

Atom-resolved charges from Löwdin, all expressed in e: number 1, W, carries 1.030; number 2, Se, carries 0.477; number 3, Ge, carries 0.720; number 4, Ge, carries 1.088; number 5, S, carries 0.688; number 6, P, carries 0.677; number 7, O, carries -0.531; number 8, O, carries -0.614; number 9, O, carries -0.344; number 10, N, carries 0.201; number 11, N, carries -0.181; number 12, N, carries 0.196; number 13, N, carries -0.006; number 14, C, carries -0.059; number 15, C, carries -0.042; number 16, C, carries -0.026; number 17, C, carries -0.040; number 18, C, carries -0.021; number 19, C, carries -0.018; number 20, C, carries -0.125; number 21, C, carries -0.212; number 22, C, carries 0.013; number 23, C, carries -0.129; number 24, C, carries -0.089; number 25, C, carries 0.020; number 26, C, carries -0.360; number 27, C, carries -0.043; number 28, C, carries -0.234; number 29, C, carries 0.015; number 30, C, carries -0.032; number 31, C, carries -0.141; number 32, C, carries -0.473; number 33, C, carries -0.341; number 34, C, carries -0.346; number 35, C, carries -0.042; number 36, C, carries -0.121; number 37, C, carries -0.153; number 38, C, carries -0.104; number 39, C, carries -0.237; number 40, C, carries -0.030; number 41, C, carries -0.253; number 42, H, carries 0.120; number 43, H, carries 0.083; number 44, H, carries 0.126; number 45, H, carries 0.050; number 46, H, carries 0.123; number 47, H, carries 0.030; number 48, H, carries 0.081; number 49, H, carries 0.106; number 50, H, carries 0.024; number 51, H, carries 0.136; number 52, H, carries 0.012; number 53, H, carries 0.139; number 54, H, carries 0.003; number 55, H, carries 0.128; number 56, H, carries 0.118; number 57, H, carries 0.093; number 58, H, carries 0.122; number 59, H, carries 0.132; number 60, H, carries 0.089; number 61, H, carries 0.131; number 62, H, carries 0.047; number 63, H, carries 0.055; number 64, H, carries 0.049; number 65, H, carries 0.068; number 66, H, carries 0.137; number 67, H, carries 0.124; number 68, H, carries 0.105; number 69, H, carries 0.069; number 70, H, carries 0.089; number 71, H, carries 0.017; number 72, H, carries 0.134; number 73, H, carries 0.125; number 74, H, carries 0.076; number 75, H, carries 0.024; number 76, H, carries 0.103; number 77, H, carries 0.061; number 78, H, carries 0.093